1.
{
  "formula": "C4H4N2",
  "method": "ωB97M-V/def2-TZVPD",
  "total_charge": 0,
  "homo_ha": [-0.2949, -0.2950],
  "symbols": ["N", "C", "C", "C", "C", "N", "H", "H", "H", "H"],
  "positions_angstrom": [[0.0556, 0.7910, 0.9522], [-0.1624, -0.9222, 0.0912], [-0.4631, 0.4010, -0.3500], [-0.8644, 0.9669, -1.5022], [0.8620, -1.7435, -0.4909], [1.7313, -2.3747, -0.9275], [1.0492, 0.9675, 1.0302], [-0.5142, 1.2394, 1.6678], [-0.7230, -1.3849, 0.9002], [-0.9711, 2.0594, -1.3710]],
  "atomic_forces_ev_per_a": [[0.1324, 0.2776, 0.1377], [-0.0467, -0.1459, -0.0233], [-0.1098, -0.0359, -0.3672], [0.1707, -0.0044, 0.5309], [0.7604, -0.4794, -0.3611], [-0.8550, 0.6157, 0.4399], [-0.1389, -0.0411, -0.0527], [0.0524, -0.1062, -0.1216], [0.0450, 0.0732, -0.1417], [-0.0105, -0.1536, -0.0409]],
  "nbo_charge": [-0.687, -0.007, -0.168, -0.298, 0.202, -0.212, 0.398, 0.400, 0.232, 0.140]
}

2.
{
  "formula": "C4H4N2",
  "method": "ωB97M-V/def2-TZVPD",
  "total_charge": 0,
  "homo_ha": -0.3495,
  "symbols": ["C", "C", "N", "N", "C", "C", "H", "H", "H", "H"],
  "positions_angstrom": [[-0.8269, -1.0258, 0.7364], [0.2151, 1.9348, -0.2913], [-0.9475, 0.2210, 1.1479], [1.0727, -1.4864, -0.8741], [0.1887, -0.8668, -0.2399], [-0.0953, 0.7710, 0.2474], [1.1619, -2.4689, -0.6009], [-1.4252, -1.9093, 0.9450], [1.0446, 2.0172, -0.9818], [-0.3881, 2.8133, -0.0889]],
  "atomic_forces_ev_per_a": [[-1.5294, 0.5205, 0.9767], [-0.5381, 0.1902, 0.3826], [-1.8305, -1.6657, 1.3742], [0.1583, 0.2457, 0.4322], [2.0873, 2.4059, -0.3928], [2.1405, -1.9559, -3.1374], [-0.4508, -0.0251, -0.3446], [-0.0912, 0.3384, 0.5595], [-0.2445, -0.1674, -0.1306], [0.2985, 0.1134, 0.2803]],
  "nbo_charge": [0.015, -0.423, -0.338, -0.585, 0.223, 0.111, 0.350, 0.206, 0.227, 0.215]
}

Per-record energy above the lowest of the compared OMol25 structures with the same formula, charge and spin, eV: 6.150, 3.374